Molecular formula: C2H5NO3S
Method: DFT, ωB97M-V/def2-TZVPD

```
12
Properties=species:S:1:pos:R:3:nbo_charge:R:1
S 0.55182 -1.85436 -1.08967 1.79
O -0.84349 -1.19811 -0.51351 -0.72
O 1.58245 -1.51721 -0.18127 -0.95
O 0.79735 -0.98488 -2.46751 -0.94
N -0.32421 0.79166 0.73186 -0.44
C 0.23361 0.00075 1.56729 -0.05
C -0.86653 0.25598 -0.49306 0.03
H -0.46218 0.68620 -1.37171 0.19
H 0.38219 0.33552 2.54634 0.18
H -1.90633 0.48017 -0.60906 0.20
H 1.46251 -0.25399 -2.54293 0.52
H 0.44380 -1.02295 1.16478 0.19
```

orbital gap	10.237	eV
ΔE to the lowest compared entry with this formula, charge and spin	2.957	eV